Here is 7 unconnected molecules or ions with the total composition C30H80N6O10 from the Open Molecules 2025 dataset. Energies are from the ωB97M-V functional and the def2-TZVPD basis.

Each line ends with the Löwdin charge.
Element x y z (Å)
C1 -1.79 0.85 -1.18  -0.105
O1 -1.60 -0.48 -0.76  -0.224
C2 -1.04 -1.33 -1.83  -0.129
C3 -0.58 -2.68 -1.11  -0.187
N1 0.57 -2.36 -0.30  -0.078
C4 0.80 -3.39 0.72  -0.165
C5 1.93 -2.78 1.62  -0.210
O2 1.44 -1.61 2.26  -0.223
C6 2.14 -1.46 3.51  -0.089
H1 -2.75 0.86 -1.70  0.070
H2 -0.96 1.12 -1.83  0.067
H3 -1.81 1.45 -0.27  0.091
H4 -0.19 -0.77 -2.22  0.112
H5 -1.84 -1.65 -2.49  0.108
H6 -0.32 -3.48 -1.81  0.085
H7 -1.36 -3.00 -0.43  0.110
H8 0.50 -1.45 0.14  0.078
H9 1.16 -4.35 0.32  0.109
H10 -0.12 -3.54 1.28  0.116
H11 2.78 -2.38 1.05  0.110
H12 2.36 -3.53 2.28  0.113
H13 3.22 -1.62 3.50  0.069
H14 1.72 -2.22 4.17  0.093
H15 1.79 -0.49 3.86  0.089
C7 1.29 1.20 1.02  -0.093
O3 0.90 2.38 1.70  -0.202
C8 1.73 3.48 1.50  -0.205
C9 1.58 4.05 0.02  -0.222
N2 0.17 4.25 -0.30  -0.023
C10 0.02 4.97 -1.59  -0.174
C11 0.65 4.27 -2.84  -0.179
O4 -0.02 2.99 -3.16  -0.193
C12 0.48 2.49 -4.38  -0.138
H16 2.07 0.67 1.57  0.072
H17 1.62 1.25 -0.02  0.093
H18 0.41 0.56 1.15  0.084
H19 2.73 3.13 1.78  0.103
H20 1.31 4.23 2.18  0.122
H21 2.15 3.37 -0.61  0.079
H22 2.28 4.88 0.03  0.118
H23 -0.26 3.36 -0.08  0.089
H24 0.41 5.98 -1.45  0.112
H25 -1.02 5.21 -1.82  0.102
H26 1.71 4.28 -2.58  0.099
H27 0.74 4.84 -3.77  0.111
H28 -0.22 2.74 -5.17  0.089
H29 0.71 1.42 -4.37  0.078
H30 1.48 2.78 -4.72  0.083
C13 0.04 -6.06 -2.84  -0.238
C14 1.33 -5.34 -3.47  -0.203
O5 1.22 -5.47 -4.89  -0.085
O6 -1.07 -5.69 -3.59  -0.057
H31 0.08 -5.74 -1.80  0.100
H32 0.12 -7.14 -2.95  0.115
H33 2.34 -5.67 -3.25  0.114
H34 1.29 -4.30 -3.16  0.099
H35 1.79 -4.80 -5.28  0.094
H36 -0.64 -5.70 -4.45  0.066
C15 6.82 3.34 1.00  -0.066
C16 6.24 2.12 0.28  -0.480
C17 6.42 0.92 1.21  -0.157
O7 5.77 -0.21 0.53  -0.212
C18 5.81 -1.49 1.18  -0.095
N3 4.99 2.39 -0.26  0.064
H37 6.74 4.27 0.45  0.075
H38 7.86 3.14 1.27  0.074
H39 6.38 3.69 1.94  0.073
H40 6.86 1.87 -0.58  0.143
H41 5.89 1.08 2.15  0.114
H42 7.46 0.71 1.44  0.123
H43 6.85 -1.68 1.48  0.085
H44 5.50 -2.20 0.42  0.085
H45 5.13 -1.67 2.01  0.059
H46 4.73 1.46 -0.56  0.071
H47 4.22 2.52 0.38  0.048
C19 -5.46 -2.79 -2.08  -0.090
C20 -4.78 -4.13 -2.10  -0.439
C21 -5.67 -5.28 -1.56  -0.181
O8 -4.88 -6.42 -1.21  -0.188
C22 -5.55 -7.49 -0.51  -0.097
N4 -4.22 -4.46 -3.43  0.057
H48 -4.79 -2.01 -2.42  0.069
H49 -6.01 -2.48 -1.19  0.079
H50 -6.26 -2.76 -2.83  0.073
H51 -3.97 -3.86 -1.42  0.121
H52 -6.50 -5.38 -2.27  0.129
H53 -6.13 -4.86 -0.67  0.115
H54 -4.92 -8.30 -0.15  0.082
H55 -6.38 -7.89 -1.09  0.081
H56 -5.99 -7.11 0.41  0.075
H57 -3.27 -4.14 -3.56  0.046
H58 -4.13 -5.46 -3.39  0.054
C23 -7.31 6.20 -3.10  -0.092
C24 -6.69 4.90 -3.43  -0.477
C25 -6.13 4.10 -2.27  -0.205
O9 -5.65 2.79 -2.53  -0.165
C26 -4.31 2.86 -2.97  -0.113
N5 -7.72 4.16 -4.19  0.050
H59 -6.54 6.89 -2.77  0.079
H60 -8.08 6.13 -2.33  0.081
H61 -7.86 6.70 -3.90  0.080
H62 -5.81 5.15 -4.02  0.121
H63 -6.96 4.10 -1.56  0.131
H64 -5.36 4.76 -1.86  0.123
H65 -3.90 1.94 -3.40  0.092
H66 -3.83 3.17 -2.05  0.080
H67 -4.05 3.77 -3.50  0.081
H68 -7.57 4.32 -5.17  0.071
H69 -7.55 3.18 -4.02  0.060
C27 1.30 0.95 8.15  -0.058
C28 2.53 -0.03 7.86  -0.435
C29 3.31 0.70 6.72  -0.160
O10 4.33 -0.32 6.39  -0.211
C30 5.06 0.06 5.22  -0.127
N6 3.34 -0.14 9.01  0.035
H70 1.49 1.94 8.58  0.070
H71 0.69 0.43 8.89  0.066
H72 0.65 1.19 7.31  0.064
H73 2.27 -1.05 7.60  0.141
H74 3.79 1.64 6.98  0.123
H75 2.64 1.00 5.91  0.105
H76 5.71 -0.76 4.89  0.081
H77 5.80 0.83 5.43  0.088
H78 4.41 0.23 4.36  0.063
H79 3.67 0.78 9.24  0.077
H80 4.08 -0.55 8.47  0.062

Computed properties:
orbital gap: 9.10 eV
energy: -61812.74409 eV
max |F|: 5.1 eV Å⁻¹
structure (SMILES): COC[C@H](C)N.COC[C@H](C)N.COC[C@H](C)N.COC[C@H](C)N.COCCNCCOC.COCCNCCOC.OCCO